The following is a quantum chemistry calculation of a cluster of 14 separate species, C56H118O17 in total in a non-equilibrium geometry, from the OMol25 dataset.

Structure (ORCA input):
```
! wB97M-V def2-TZVPD RIJCOSX def2/J DEFGRID3
* xyz 0 1
C 5.9505 -29.4075 -6.0744
O 6.5787 -28.3298 -5.2943
C 7.7932 -28.7089 -4.5903
C 8.3410 -27.5242 -3.7887
O 9.1847 -26.7668 -4.6128
C 9.4845 -25.4691 -4.1868
H 4.9311 -29.1057 -6.3146
H 5.9312 -30.3660 -5.5557
H 6.5279 -29.5735 -6.9839
H 8.5420 -29.0242 -5.3169
H 7.5447 -29.4390 -3.8201
H 8.7502 -27.8792 -2.8429
H 7.5189 -26.8803 -3.4763
H 9.9989 -24.9894 -5.0195
H 10.2016 -25.4544 -3.3660
H 8.6435 -24.8411 -3.8928
C 13.7881 -25.3001 -1.8518
O 12.4569 -25.0582 -1.5235
C 12.0436 -25.0349 -0.1671
C 10.4640 -25.0362 -0.0944
O 9.8693 -23.8854 -0.7230
C 8.4000 -23.8743 -0.6498
H 14.4417 -24.6472 -1.2733
H 14.1099 -25.1942 -2.8878
H 14.1070 -26.3277 -1.6768
H 12.3903 -24.0986 0.2703
H 12.5724 -25.8072 0.3915
H 10.1091 -25.1284 0.9321
H 10.0899 -25.9659 -0.5234
H 8.1434 -24.2540 0.3392
H 7.9038 -24.4733 -1.4134
H 8.0860 -22.8396 -0.7872
C 14.9622 -20.3466 -2.7506
O 15.8486 -19.8493 -1.8088
C 15.5855 -20.0839 -0.4158
C 15.5320 -21.6248 -0.0768
O 16.7962 -22.1287 -0.3086
C 17.0008 -23.4156 0.2483
H 13.9618 -19.9138 -2.7433
H 14.9413 -21.4209 -2.5676
H 15.3396 -20.2691 -3.7702
H 14.6984 -19.5147 -0.1380
H 16.4194 -19.6218 0.1126
H 14.7410 -22.2299 -0.5199
H 15.3731 -21.6835 1.0000
H 16.7354 -23.4651 1.3044
H 18.0559 -23.6684 0.1437
H 16.3804 -24.1678 -0.2387
C 6.8122 -19.9237 -1.9530
C 7.7880 -19.9089 -3.1408
C 7.8562 -21.4215 -3.4824
O 6.6659 -22.0054 -2.8449
C 5.8039 -20.9426 -2.2949
H 6.2883 -18.9735 -1.8490
H 7.2378 -20.1433 -0.9738
H 8.7355 -19.4443 -2.8681
H 7.3550 -19.4077 -4.0065
H 8.7817 -21.7768 -3.0294
H 7.8741 -21.6206 -4.5539
H 5.1728 -21.2746 -1.4706
H 5.0947 -20.5931 -3.0452
C 5.1261 -22.3696 1.1343
C 3.7613 -22.9353 0.6840
C 2.8355 -21.6863 0.6583
O 3.4701 -20.7677 1.5933
C 4.8571 -20.8326 1.4426
H 5.9178 -22.4707 0.3920
H 5.5593 -22.9244 1.9666
H 3.3989 -23.5299 1.5226
H 3.7251 -23.4035 -0.2997
H 1.8126 -21.9979 0.8698
H 2.8520 -21.1787 -0.3061
H 5.3940 -20.5570 2.3503
H 5.2320 -20.1519 0.6783
C 18.4792 -23.7915 -4.4059
C 18.0673 -24.6297 -5.5969
C 16.5350 -24.8358 -5.3017
O 16.2704 -24.4150 -3.9791
C 17.1719 -23.3380 -3.6874
H 19.1115 -22.9372 -4.6474
H 19.0678 -24.3671 -3.6915
H 18.5879 -25.5830 -5.6877
H 18.1689 -23.9865 -6.4710
H 16.3152 -25.8798 -5.5251
H 15.9317 -24.1630 -5.9112
H 17.2882 -23.1597 -2.6184
H 16.7573 -22.4261 -4.1171
C 17.1550 -27.0159 -1.8747
C 18.5690 -26.9439 -2.3904
C 19.3486 -28.0490 -1.6605
O 18.4615 -28.3809 -0.5661
C 17.3190 -27.4948 -0.4403
H 16.5821 -27.7642 -2.4224
H 16.5834 -26.0882 -1.9038
H 18.9349 -25.9373 -2.1879
H 18.6224 -27.0626 -3.4726
H 20.2809 -27.6629 -1.2483
H 19.4332 -28.9108 -2.3226
H 17.4975 -26.6687 0.2480
H 16.4884 -28.0590 -0.0160
C 8.4750 -21.4315 3.4774
C 9.2866 -21.3849 4.7938
C 9.0843 -22.8548 5.2426
O 9.1523 -23.5369 3.9801
C 8.7370 -22.7619 2.8906
H 8.8859 -20.6149 2.8836
H 7.4108 -21.2226 3.5864
H 8.8317 -20.7386 5.5444
H 10.3682 -21.2703 4.7221
H 8.1214 -22.9444 5.7455
H 9.8196 -23.0866 6.0131
H 7.9437 -23.1876 2.2761
H 9.6415 -22.5901 2.3072
C 5.0598 -26.2940 1.5425
C 4.4918 -26.5519 0.1549
C 5.6554 -26.2035 -0.7837
O 6.8228 -26.7485 -0.1333
C 6.6175 -26.6928 1.2898
H 4.6258 -26.8603 2.3666
H 5.0380 -25.2302 1.7789
H 3.6856 -25.8597 -0.0878
H 4.0853 -27.5491 -0.0140
H 5.8871 -25.1394 -0.8295
H 5.3467 -26.5212 -1.7796
H 7.2220 -25.9429 1.7999
H 6.7849 -27.7057 1.6560
C 13.1464 -24.8413 3.2997
C 12.2319 -23.6004 3.4132
C 13.1135 -22.4204 3.1425
O 14.4346 -22.9335 3.3891
C 14.5566 -24.2952 3.0091
H 12.9516 -25.5735 2.5160
H 13.1659 -25.3323 4.2726
H 11.8207 -23.5013 4.4178
H 11.3992 -23.7384 2.7235
H 12.9273 -21.5993 3.8347
H 12.9538 -22.0352 2.1355
H 15.3448 -24.7834 3.5823
H 14.7367 -24.3483 1.9354
C 11.3503 -21.9783 -5.2605
C 12.1118 -22.7489 -4.2168
C 11.7591 -21.9871 -2.8981
O 11.5919 -20.6446 -3.3092
C 11.3416 -20.5053 -4.7108
H 10.3775 -22.4018 -5.5102
H 11.9502 -21.9483 -6.1701
H 13.1888 -22.6026 -4.2998
H 11.9319 -23.8183 -4.3270
H 12.5004 -22.1103 -2.1085
H 10.8284 -22.4311 -2.5448
H 12.1743 -19.8692 -5.0111
H 10.3822 -19.9916 -4.7715
C 10.5919 -19.2293 -0.1865
C 11.5961 -18.4310 0.6365
C 11.3445 -18.9877 2.0684
O 11.0086 -20.3733 1.7883
C 10.6010 -20.6216 0.4606
H 10.8411 -19.1498 -1.2447
H 9.5604 -18.8771 -0.1778
H 11.4101 -17.3573 0.6128
H 12.5961 -18.4928 0.2072
H 10.5567 -18.4928 2.6364
H 12.2060 -18.8279 2.7168
H 9.7005 -21.2278 0.3623
H 11.4060 -21.1725 -0.0259
C 15.5507 -29.7453 2.8958
C 14.5968 -29.5100 1.6649
C 14.1317 -28.0771 1.7694
O 15.2654 -27.4983 2.2920
C 15.7881 -28.3446 3.3215
H 16.5217 -30.1589 2.6235
H 15.1100 -30.3969 3.6503
H 13.7698 -30.2196 1.6889
H 15.1867 -29.6636 0.7613
H 13.2272 -27.9103 2.3544
H 13.9390 -27.7177 0.7586
H 15.2673 -28.0510 4.2329
H 16.8294 -28.0484 3.4479
C 8.9617 -29.1751 -0.0291
C 9.9937 -29.8534 -0.8487
C 11.0853 -28.8177 -0.9262
O 11.1287 -28.3286 0.3843
C 9.7995 -28.3703 0.9953
H 8.3725 -29.9135 0.5146
H 8.3395 -28.4657 -0.5748
H 9.7016 -30.1382 -1.8595
H 10.3368 -30.7877 -0.4044
H 10.9400 -27.9720 -1.5984
H 12.0317 -29.1778 -1.3295
H 9.4081 -27.3745 1.2037
H 9.9165 -28.8953 1.9434
*
```

Summary:
Lowest unoccupied orbital energy: 0.02373 Eh
HOMO level: -9.214 eV
Electronic energy: -94781.438 eV
Kohn-Sham gap: 9.86 eV

***

The following is a quantum chemistry calculation of a structure of composition C56H126AsCl3F6MgN7 in a non-equilibrium geometry, from the OMol25 dataset.

Structure (ORCA input):
```
! wB97M-V def2-TZVPD RIJCOSX def2/J DEFGRID3
* xyz 5 1
Mg 1.8513 -0.6256 -2.6135
C 4.7510 7.8651 9.4579
C 3.9467 8.1025 10.3855
C 3.1155 8.7541 11.6413
N 1.5324 8.5579 11.3312
C 1.2941 9.5817 10.0140
C 0.8516 8.8552 12.6298
C 0.6612 7.5065 12.9727
C 0.9192 6.5773 11.9591
C 1.3395 7.2521 10.8078
H 5.3968 8.5725 10.0834
H 5.3431 7.5251 8.6337
H 1.5857 15.6307 4.6434
H 8.2818 -0.9039 -1.8914
H 1.5593 -12.0054 -2.0513
H 3.3381 9.8966 11.7111
H 3.3093 8.0256 12.4165
H 1.9652 10.4254 10.3031
H 0.3125 10.0672 9.8421
H 1.5914 8.9816 9.1199
H 0.0169 9.5214 12.3325
H 1.3681 9.5334 13.4918
H 0.1554 7.3433 13.9717
H 9.1625 0.9263 -2.3466
H -9.5467 -9.9346 -4.7614
H 0.6675 5.4854 11.9385
H 0.5098 7.5466 9.9871
H 2.3765 7.1453 10.1953
C -2.2322 -10.3135 -0.6041
C -1.3286 -9.0612 -0.8736
C -0.5017 -8.7456 0.3661
N 0.2706 -7.5096 0.1699
C 1.3626 -7.6799 -0.8033
C 0.7541 -7.0709 1.5220
C 1.1295 -5.5234 1.3396
C 0.3791 -5.1238 0.0455
C -0.5530 -6.3275 -0.1714
H -2.9750 -10.3941 -1.4274
H -2.6503 -10.1704 0.3903
H -1.5865 -11.1743 -0.6455
H -1.9230 -8.2251 -1.2692
H -0.7251 -9.3130 -1.7717
H 0.1365 -9.5328 0.6662
H -1.1964 -8.5396 1.1892
H 2.0986 -6.8907 -0.5345
H 1.0787 -7.6159 -1.8254
H 1.8822 -8.6244 -0.6213
H 1.5157 -7.8299 1.7113
H -0.1125 -7.2346 2.1734
H 2.1927 -5.3676 1.2419
H 0.7085 -4.9904 2.1190
H 1.0145 -5.1388 -0.8617
H -0.1242 -4.1811 0.1431
H -0.9016 -6.3771 -1.2481
H -1.4831 -6.3528 0.3450
C -7.1838 -2.6465 4.8855
C -8.4449 -2.1830 4.2498
C -9.4640 -1.7484 5.3451
N -10.7878 -1.4669 4.8186
C -10.7234 -0.2713 3.9259
C -11.6443 -1.0922 6.0612
C -13.0734 -1.4304 5.6053
C -12.9810 -2.3339 4.3117
C -11.4955 -2.6615 4.1558
H -6.7967 -2.0367 5.6988
H -6.3903 -2.7510 4.1312
H -7.3972 -3.6227 5.4061
H -8.7658 -2.9784 3.5844
H -8.2021 -1.2292 3.6954
H -9.0973 -0.8470 5.8475
H -9.4866 -2.5322 6.1060
H -10.1703 0.4575 4.5261
H -11.6803 0.1941 3.6591
H -10.1001 -0.6104 3.1152
H -11.5219 -0.0669 6.3540
H -11.3406 -1.7298 6.8595
H -13.5432 -0.5377 5.2634
H -13.6093 -1.7859 6.4700
H -13.4372 -1.7766 3.4979
H -13.5413 -3.2791 4.3104
H -11.0723 -2.8516 3.2035
H -11.2643 -3.5281 4.8045
C -0.2576 -2.7164 -4.0709
C -1.3654 -2.1760 -4.9999
C -0.9011 -2.4618 -6.4305
N -1.8494 -1.7835 -7.4601
C -3.1174 -2.6232 -7.6907
C -1.2316 -1.5705 -8.8115
C -1.8935 -0.2849 -9.3954
C -2.7762 0.2885 -8.2677
C -2.3394 -0.3923 -7.0302
H -0.0977 -3.8131 -4.1276
H -0.5606 -2.4913 -3.0840
H 0.6878 -2.1875 -4.3343
H -1.4369 -1.1447 -4.6934
H -2.3837 -2.6355 -4.7715
H -0.6741 -3.5440 -6.7471
H 0.0562 -1.9419 -6.5661
H -3.7181 -2.4347 -6.8144
H -2.9032 -3.6760 -7.6164
H -3.5588 -2.2691 -8.6089
H -1.3747 -2.3803 -9.5113
H -0.1795 -1.4700 -8.5215
H -2.4731 -0.5068 -10.2706
H -1.1059 0.4270 -9.6577
H -3.7967 0.0863 -8.4904
H -2.5669 1.3620 -8.1795
H -3.0781 -0.5434 -6.2551
H -1.5380 0.1337 -6.4654
C -2.6018 2.6875 -4.1497
C -1.7945 3.9707 -3.7899
C -0.8203 3.6965 -2.6841
N 0.1849 4.7574 -2.4084
C -0.4874 6.0533 -2.2541
C 1.2284 4.8515 -3.4861
C 2.5343 5.2979 -2.8632
C 2.3841 4.8826 -1.3727
C 0.9602 4.3846 -1.1571
H -3.2136 2.9210 -5.0507
H -3.3607 2.3816 -3.4060
H -1.9940 1.8098 -4.3017
H -2.4374 4.8037 -3.5929
H -1.1208 4.2822 -4.6116
H -0.2684 2.7940 -2.9574
H -1.4270 3.5471 -1.7459
H -1.2191 6.0103 -1.4615
H -0.9188 6.3760 -3.1817
H 0.3350 6.7104 -1.9818
H 0.7968 5.4355 -4.2834
H 1.3820 3.8531 -3.9403
H 2.6321 6.3876 -2.8094
H 3.4836 4.8960 -3.2989
H 2.7064 5.6497 -0.6628
H 3.0464 4.0477 -1.0986
H 0.4695 4.6967 -0.2609
H 0.8872 3.2975 -1.1190
C 1.7920 -2.3323 3.5764
C 2.2951 -1.3825 2.5038
C 3.8545 -1.5574 2.3017
N 4.6611 -0.3021 2.4705
C 4.1427 0.6919 1.4745
C 6.2056 -0.5446 2.3209
C 6.6458 -1.0393 3.6555
C 5.5092 -0.7562 4.6806
C 4.6109 0.2453 3.9069
H 0.7456 -2.5419 3.4394
H 1.9666 -2.0530 4.6074
H 2.2714 -3.3229 3.5549
H 2.0098 -0.3625 2.7012
H 1.7643 -1.6062 1.5385
H 4.1014 -1.8742 1.3164
H 4.1585 -2.4026 2.8895
H 3.0651 0.8851 1.6252
H 4.2051 0.1633 0.5223
H 4.8308 1.5182 1.4752
H 6.5530 0.4494 2.2211
H 6.3819 -1.1288 1.4712
H 7.5846 -0.5232 3.8770
H 6.9076 -2.0920 3.6041
H 5.8029 -0.3241 5.6491
H 4.9685 -1.6652 4.9064
H 4.9880 1.2319 3.9353
H 3.6188 0.2144 4.2698
C 2.9242 0.5590 -7.7085
C 4.5138 0.8050 -7.7703
C 4.9758 1.1356 -6.3929
N 6.4882 1.3462 -6.2908
C 6.9633 2.0425 -7.4856
C 7.1208 -0.0382 -6.1817
C 6.8493 -0.5360 -4.7402
C 7.0152 0.7324 -3.9036
C 6.8458 1.9137 -4.9233
H 2.5913 0.2915 -8.6846
H 2.4644 1.5170 -7.4705
H 2.6867 -0.2522 -7.0940
H 4.7938 1.5800 -8.4923
H 4.9954 -0.1461 -8.1153
H 4.5143 0.4320 -5.7202
H 4.5200 2.1046 -6.1417
H 6.3190 2.8513 -7.8380
H 6.9741 1.2881 -8.3315
H 7.9823 2.3494 -7.2999
H 8.1847 0.2220 -6.2946
H 6.7268 -0.6228 -7.0067
H 7.5052 -1.3743 -4.5826
H 5.8177 -0.8528 -4.5995
H 8.0050 0.7303 -3.4371
H 6.2075 0.7632 -3.1712
H 7.7713 2.3867 -5.1179
H 6.0227 2.5548 -4.6964
As -1.2254 -0.4450 -0.6733
F -1.0686 1.2301 -0.8271
F 0.7022 -0.3583 -1.3409
F -1.1152 -2.0946 -0.4511
F -2.7542 -0.4163 0.0749
F -1.5818 -0.6641 -2.3325
F -0.3037 -0.1682 0.8710
Cl 1.4433 1.0937 -4.4290
Cl 3.5579 1.2779 -2.6699
Cl 3.3217 -2.1146 -3.2863
*
```

Summary:
Lowest unoccupied orbital energy: -0.40028 Eh
HOMO level: -11.421 eV
Electronic energy: -190634.974 eV
Kohn-Sham gap: 0.53 eV